65
Properties=species:S:1:pos:R:3:forces:R:3:nbo_charge:R:1 method="wB97M-V/def2-TZVPD" homo_energy_ev=-8.2702 orbital_gap_ev=7.75 spin_multiplicity=1
Ga 0.77706 0.33284 -0.14509 0.551 0.097 -0.062 1.73
C 0.56516 -2.09016 2.49157 0.017 -0.068 -0.272 -1.12
Si -0.14953 -2.65280 0.82463 -0.336 -0.110 0.133 1.76
C -1.70508 -3.66921 1.22148 0.151 0.085 -0.068 -1.13
C 0.99797 -3.85669 -0.06011 -0.027 0.262 0.025 -1.14
C -0.69402 -1.12851 -0.17653 0.478 0.552 0.054 -2.09
Si -1.00672 -1.41128 -2.02989 -0.208 -0.082 -0.135 1.75
C 0.56219 -1.58336 -3.06173 -0.162 -0.031 0.321 -1.12
C -2.06873 -2.95442 -2.29259 0.114 0.187 0.008 -1.13
C -1.88688 0.08211 -2.80578 0.078 -0.180 0.202 -1.12
Si -2.17897 -0.34126 0.63362 -0.154 -0.195 -0.016 1.77
C -3.86191 -1.03123 0.11746 0.176 0.103 0.050 -1.15
C -2.17107 -0.21655 2.52177 0.134 -0.152 -0.246 -1.13
C -2.08442 1.48380 0.11656 -0.136 -0.096 0.052 -0.19
C -3.15905 2.36566 0.17858 -0.032 0.055 -0.012 -0.19
C -2.96748 3.70801 -0.09694 0.047 -0.031 0.000 -0.16
C -1.68888 4.14429 -0.41541 -0.054 -0.077 0.024 -0.24
C -0.66727 3.21376 -0.45881 -0.018 0.218 -0.010 0.07
N -0.86217 1.91891 -0.21370 0.160 -0.126 -0.086 -0.53
H 1.46924 -2.64554 2.74486 0.009 -0.012 -0.033 0.25
H -0.15460 -2.22821 3.30009 -0.023 -0.004 -0.033 0.23
H 0.83851 -1.03375 2.45536 0.047 -0.013 0.105 0.24
H -1.42591 -4.54993 1.80572 0.012 0.005 0.017 0.24
H -2.20782 -4.01743 0.31606 0.020 0.008 0.045 0.23
H -2.42786 -3.09979 1.80989 0.007 -0.061 0.018 0.22
H 1.19982 -4.70080 0.60408 -0.064 -0.001 0.032 0.24
H 1.95288 -3.41206 -0.33079 -0.001 0.010 0.007 0.26
H 0.53825 -4.25117 -0.96962 -0.014 0.000 0.025 0.23
H 1.16434 -2.44039 -2.76236 0.038 0.032 -0.008 0.25
H 1.18185 -0.68829 -2.96523 0.058 -0.034 -0.061 0.24
H 0.30145 -1.69642 -4.11620 -0.089 0.020 0.003 0.24
H -1.57013 -3.84916 -1.91385 -0.008 0.015 -0.034 0.23
H -2.25113 -3.10128 -3.35995 0.009 0.007 -0.009 0.24
H -3.03643 -2.87295 -1.79408 0.035 -0.020 -0.021 0.23
H -1.24470 0.96375 -2.73494 -0.031 0.028 -0.038 0.24
H -2.84201 0.32387 -2.33659 0.016 0.038 -0.038 0.23
H -2.07240 -0.10664 -3.86548 0.021 -0.058 -0.005 0.24
H -3.92252 -2.09573 0.35212 -0.006 0.040 0.007 0.25
H -4.05078 -0.91437 -0.95041 -0.008 0.002 0.026 0.24
H -4.66640 -0.52998 0.66140 0.011 0.019 0.011 0.24
H -2.26872 -1.19059 3.00332 0.007 0.038 0.012 0.24
H -3.00962 0.40302 2.84766 -0.022 0.026 -0.058 0.24
H -1.24878 0.24729 2.87778 -0.014 0.002 0.013 0.25
H -4.13970 1.98967 0.44315 0.003 0.021 0.004 0.21
H -3.79371 4.40613 -0.05498 -0.004 -0.001 -0.010 0.22
H -1.48478 5.18462 -0.62522 0.023 -0.003 -0.007 0.22
H 0.34102 3.51813 -0.69818 -0.060 -0.014 0.033 0.21
Cl 6.60158 4.31284 1.33128 0.071 0.044 0.027 0.00
C 5.06266 3.51373 1.27156 -0.055 0.011 -0.067 -0.11
C 4.47497 3.04827 2.45858 -0.030 0.007 -0.070 -0.17
C 3.26373 2.41219 2.43054 -0.043 -0.094 0.066 -0.23
C 2.58007 2.16279 1.21517 0.136 0.239 -0.130 0.44
O 1.44268 1.54898 1.24181 -0.380 -0.459 0.064 -0.82
C 3.18353 2.66325 0.02056 -0.085 -0.219 0.300 -0.32
C 2.60674 2.46960 -1.27467 0.078 0.121 -0.178 0.45
O 1.60380 1.81264 -1.57083 -0.070 -0.270 -0.044 -0.63
C 4.42147 3.33828 0.08066 0.018 0.002 -0.049 -0.14
H 4.99494 3.19123 3.39666 -0.009 0.022 0.002 0.23
H 2.80866 2.04582 3.34126 0.000 -0.006 -0.015 0.23
H 3.12989 2.98484 -2.09689 -0.017 -0.029 -0.003 0.15
H 4.87055 3.69870 -0.83746 -0.001 0.010 0.010 0.22
F 2.88609 -1.57734 -1.22939 -0.053 0.069 0.014 -0.38
C 2.69274 -0.55134 -0.32593 -0.371 0.001 0.314 0.10
F 2.91569 -1.11982 0.93823 0.086 -0.012 -0.208 -0.39
H 3.54064 0.11946 -0.48385 -0.026 0.062 0.002 0.13

---

66
Properties=species:S:1:pos:R:3:forces:R:3:nbo_charge:R:1 method="wB97M-V/def2-TZVPD" relative_energy_kcal_mol=0.0 homo_energy_ev=-3.7978 total_charge=-1 orbital_gap_ev=5.92 spin_multiplicity=1
Rb 0.25140 1.16380 0.11456 -0.376 -0.062 -0.478 0.90
C 4.07405 2.06121 -5.17868 -0.048 0.005 -0.018 -0.53
C 3.39780 0.72849 -4.87867 -0.069 0.064 0.022 -0.55
S 2.31427 0.63854 -3.43879 0.052 -0.049 0.007 0.26
C 3.41216 1.11118 -2.08534 0.097 0.068 0.070 -0.57
C 3.66536 2.60841 -1.81356 -0.085 0.016 0.026 -0.55
S 2.19412 3.64822 -2.02318 -0.032 -0.010 0.010 0.21
C 2.76000 5.01631 -3.06502 0.017 -0.100 0.035 -0.54
C 3.60338 4.69923 -4.29902 -0.103 -0.015 -0.001 -0.54
S 2.92739 3.45271 -5.43229 0.064 0.004 0.014 0.18
H 4.67762 1.95226 -6.08187 0.008 -0.016 -0.001 0.21
H 4.75248 2.32641 -4.37101 0.014 -0.003 -0.001 0.21
H 4.17096 -0.04082 -4.80430 0.013 -0.013 -0.006 0.21
H 2.74205 0.44842 -5.70595 0.041 -0.021 -0.025 0.23
H 4.37693 0.61097 -2.20725 -0.013 -0.022 -0.023 0.22
H 2.96933 0.66326 -1.19423 -0.056 0.000 -0.039 0.25
H 4.44799 3.00251 -2.45692 0.017 -0.024 -0.017 0.20
H 4.00686 2.70726 -0.78266 0.014 -0.026 0.008 0.25
H 3.30523 5.74288 -2.45774 0.001 0.026 -0.012 0.21
H 1.82401 5.48499 -3.37305 0.014 0.037 -0.004 0.23
H 4.60819 4.38563 -4.02082 0.018 0.007 0.008 0.21
H 3.72002 5.62410 -4.86707 0.011 0.004 0.001 0.22
O 1.18116 1.44712 3.04849 -0.019 -0.034 0.087 -0.89
Cl 2.17721 2.20852 2.32071 0.141 0.122 0.243 2.54
O 3.14434 2.76426 3.22063 -0.095 -0.055 -0.111 -0.84
O 2.81626 1.32173 1.36552 0.306 -0.086 -0.003 -0.90
O 1.50496 3.24719 1.57198 0.097 0.298 0.169 -0.88
C -1.23853 -4.58392 1.50432 -0.020 0.013 -0.046 -0.25
C -0.41155 -3.49661 1.86638 0.016 0.014 -0.059 -0.26
C -0.17680 -2.49119 0.96752 -0.056 -0.034 0.015 -0.20
C -0.72699 -2.48974 -0.34773 0.045 -0.045 0.023 -0.03
C -0.40093 -1.41910 -1.25792 -0.017 -0.061 0.068 -0.41
C -0.98468 -1.56257 -2.50651 -0.029 0.020 0.015 -0.33
C -1.84750 -2.62505 -2.86961 -0.013 -0.064 0.037 -0.22
C -2.14642 -3.62354 -1.98130 0.023 0.040 -0.009 -0.26
C -1.57280 -3.58935 -0.68752 0.026 0.040 0.033 -0.11
C -1.80968 -4.61992 0.26193 0.027 0.023 0.029 -0.21
H -1.41930 -5.38518 2.21256 -0.008 -0.003 -0.004 0.19
H 0.03843 -3.46251 2.85239 0.005 -0.005 0.006 0.20
H 0.46314 -1.65998 1.24860 0.028 -0.034 -0.036 0.20
H -0.78317 -0.81745 -3.27781 -0.026 -0.009 -0.002 0.18
H -2.28000 -2.65112 -3.86668 0.000 -0.003 -0.005 0.19
H -2.80241 -4.44508 -2.25117 -0.004 -0.003 -0.012 0.19
H -2.44616 -5.45279 -0.02309 -0.003 0.001 0.000 0.19
C -2.21451 0.51571 5.15439 0.009 -0.023 -0.038 -0.62
C -1.62772 -0.50022 4.17447 -0.033 0.009 0.065 -0.22
N -2.50581 -0.83099 3.06481 -0.007 0.020 -0.094 -0.45
C -3.21713 -2.09694 3.10643 -0.039 -0.008 -0.024 -0.21
C -4.54517 -2.02716 3.85557 0.034 0.010 -0.001 -0.62
C -2.61352 0.03960 2.01108 -0.046 0.048 0.262 0.49
C -3.48659 -0.36991 0.85537 0.027 0.012 -0.052 -0.68
N -2.02994 1.18341 1.93876 0.050 0.055 -0.203 -0.81
H -1.46915 0.77953 5.90645 -0.013 0.020 0.002 0.21
H -3.09301 0.11432 5.66246 0.006 -0.002 -0.012 0.19
H -2.51224 1.42600 4.63319 0.004 0.001 0.042 0.22
H -1.40813 -1.43065 4.69969 0.025 -0.019 -0.005 0.20
H -0.67600 -0.13025 3.78566 0.025 -0.010 -0.009 0.23
H -2.56794 -2.83491 3.57961 0.036 0.011 -0.008 0.20
H -3.36749 -2.45633 2.09104 -0.007 -0.029 -0.005 0.22
H -4.38905 -1.74210 4.89786 -0.023 0.001 -0.014 0.20
H -5.04356 -2.99898 3.84018 0.001 0.006 -0.003 0.20
H -5.20968 -1.29073 3.39993 -0.005 -0.004 0.013 0.20
H -3.03038 -1.19648 0.30672 -0.002 -0.033 -0.005 0.25
H -3.56522 0.48093 0.18489 -0.013 -0.001 0.007 0.24
H -4.48524 -0.67202 1.17425 0.009 0.000 0.016 0.21
H -1.42268 1.38852 2.72839 -0.061 -0.070 0.050 0.35

---

61
Properties=species:S:1:pos:R:3:forces:R:3:mulliken_spin:R:1 method="wB97M-V/def2-TZVPD" homo_energy_ev="-10.9991 / -10.8346" total_charge=+1 orbital_gap_ev="7.53 / 7.69" spin_multiplicity=2
Mn -1.50335 -0.55580 -0.55698 0.541 1.119 1.089 1.08
F -1.36249 -2.29090 4.61825 0.001 -0.079 0.107 0.00
C -1.45193 -1.26192 3.77224 0.044 0.145 -0.290 0.00
C -1.35110 -1.49200 2.41055 0.097 -0.094 -0.013 0.02
C -1.44190 -0.43484 1.51577 -0.777 -0.223 -1.122 -0.10
C -1.62011 0.87270 2.01056 0.066 -0.047 -0.030 0.01
C -1.73516 1.05063 3.38852 0.108 -0.227 0.007 0.00
F -1.95575 2.26976 3.91005 -0.003 0.115 0.016 0.00
C -1.65210 0.00399 4.28368 -0.026 0.103 0.190 0.00
C -1.67546 1.97004 1.02778 -0.024 -0.139 0.124 -0.01
C -1.49516 3.31808 1.33419 -0.051 0.212 -0.049 -0.01
C -1.56613 4.26920 0.33209 0.012 -0.148 0.031 0.01
C -1.81604 3.86537 -0.97126 -0.050 -0.007 -0.048 0.00
C -1.94481 2.51453 -1.21396 0.008 0.056 -0.247 0.01
N -1.86363 1.58674 -0.25656 0.106 -1.133 -0.044 -0.01
H -1.18988 -2.50768 2.06493 -0.029 -0.021 0.046 0.00
H -1.74370 0.17878 5.34656 -0.004 -0.006 -0.021 0.00
H -1.29817 3.62284 2.34836 -0.016 -0.055 0.012 0.00
H -1.42519 5.31656 0.56352 -0.005 -0.006 0.025 0.00
H -1.90011 4.57727 -1.77958 0.008 -0.036 -0.016 0.00
H -2.11771 2.15364 -2.22168 0.041 -0.041 0.017 0.00
C 4.41154 -1.66840 -0.25783 -0.030 -0.030 -0.063 0.00
C 3.12023 -2.47082 -0.21044 -0.505 0.252 0.067 0.00
C 2.93099 -3.18456 1.12376 0.028 -0.059 -0.058 0.00
Sb 1.32504 -1.25077 -0.60162 0.078 0.424 -0.455 0.01
C 1.76103 0.76072 0.20933 0.071 -0.467 -0.144 0.00
C 2.04462 0.61981 1.70320 -0.079 -0.024 -0.066 0.00
C 2.84634 1.56091 -0.49907 -0.121 0.025 0.046 0.00
C 1.34781 -0.92284 -2.78155 0.174 -0.051 0.505 0.00
C 2.67286 -0.52225 -3.41694 -0.124 -0.077 -0.076 0.00
C 0.23113 0.07563 -3.07255 0.039 -0.135 -0.047 0.00
H 5.26153 -2.35490 -0.22129 0.001 0.004 0.031 0.00
H 4.49177 -1.00318 0.60262 0.016 0.033 -0.042 0.00
H 4.50385 -1.07920 -1.17000 0.042 0.006 0.034 0.00
H 3.10341 -3.19615 -1.02683 -0.052 0.015 -0.025 0.00
H 2.88992 -2.47014 1.94841 -0.004 -0.029 0.017 0.00
H 3.77249 -3.85701 1.30828 0.003 0.014 0.016 0.00
H 2.01753 -3.78033 1.14096 0.015 -0.001 0.034 0.00
H 0.79664 1.25865 0.07761 0.002 0.104 0.031 0.01
H 2.99795 0.11518 1.87126 -0.023 0.003 0.054 0.00
H 1.25738 0.06451 2.21731 0.031 -0.018 0.044 0.00
H 2.11326 1.60951 2.16354 0.001 -0.012 0.005 0.00
H 3.79419 1.02471 -0.51595 0.014 0.057 -0.044 0.00
H 3.00906 2.49930 0.04007 0.009 0.000 -0.015 0.00
H 2.56639 1.81807 -1.52004 0.047 -0.012 -0.008 0.00
H 1.05713 -1.90040 -3.17467 -0.049 -0.020 0.043 0.00
H 3.02227 0.44342 -3.05567 0.042 -0.017 -0.010 0.00
H 2.56005 -0.45102 -4.50298 0.040 0.017 0.010 0.00
H 3.44330 -1.26720 -3.21779 0.030 0.030 -0.025 0.00
H 0.53332 1.09739 -2.83580 -0.057 0.015 0.066 0.00
H -0.67238 -0.15389 -2.47247 -0.060 0.083 -0.254 0.00
H -0.07700 0.04075 -4.11971 0.000 0.061 -0.008 0.00
C -4.63678 -0.57288 -2.09796 0.223 -0.033 0.054 0.01
S -3.56436 -1.72319 -1.19576 0.191 0.428 0.681 -0.01
C -4.44524 -1.76037 0.39059 -0.023 -0.043 -0.198 0.00
H -4.59854 0.41908 -1.65285 -0.022 -0.012 0.009 0.00
H -5.64921 -0.96734 -2.06045 -0.011 0.003 -0.037 0.00
H -4.30077 -0.53866 -3.13152 0.001 0.012 -0.007 0.00
H -5.45595 -2.11880 0.20982 -0.024 -0.032 0.039 0.00
H -4.45676 -0.76877 0.83695 0.021 -0.021 -0.001 0.00
H -3.91614 -2.45159 1.04094 0.015 0.023 0.010 0.00

---

67
Properties=species:S:1:pos:R:3:forces:R:3:nbo_charge:R:1 method="wB97M-V/def2-TZVPD" smiles="C[C@H](I)[C@H](I)[C@H]1C[C@@H](CCC(N)=O)OC1=O.O=C1CCCO1.O=C1CCCO1.O=C1CCCO1" homo_energy_ev=-8.9613 orbital_gap_ev=9.29 spin_multiplicity=1
C 3.04449 -0.08164 -4.47919 -0.318 -0.243 -0.053 -0.66
C 2.07305 0.76014 -5.31712 0.329 0.351 0.228 -0.30
I 3.12649 2.47090 -6.15618 -0.135 -0.112 -0.081 0.06
C 0.82947 1.27323 -4.59420 0.007 -0.205 -0.086 -0.32
I 1.31188 2.38990 -2.81614 -0.039 0.009 -0.089 0.11
C -0.24456 0.20654 -4.22991 -0.122 0.642 -0.248 -0.38
C -1.63774 0.62585 -4.72045 0.063 -0.169 -0.299 -0.42
C -2.32152 -0.73150 -4.72120 -0.276 0.733 0.469 0.10
C -3.70258 -0.85243 -5.32205 0.209 -0.299 -0.141 -0.42
C -4.75847 -0.26785 -4.38075 -0.417 -0.125 -0.241 -0.52
C -5.06626 1.21414 -4.50749 -0.114 0.552 0.284 0.68
N -5.14169 1.78856 -5.80574 0.198 -0.606 0.237 -0.86
O -5.27398 1.89522 -3.53021 0.402 -0.234 -0.313 -0.54
O -1.34039 -1.53886 -5.38346 0.103 -0.363 0.420 -0.50
C -0.12509 -1.19291 -4.85222 0.136 -0.331 -0.138 0.80
O 0.80705 -1.94250 -4.89201 -0.282 0.458 -0.085 -0.54
H 4.02922 0.36939 -4.40673 -0.021 0.003 0.065 0.23
H 2.64196 -0.21668 -3.47417 0.098 0.065 0.020 0.22
H 3.12736 -1.07923 -4.90457 0.122 0.065 -0.073 0.24
H 1.75039 0.24790 -6.22137 -0.009 -0.124 0.068 0.23
H 0.34233 2.00910 -5.22938 0.058 0.009 0.003 0.23
H -0.30058 0.12480 -3.14356 0.172 -0.419 0.001 0.26
H -1.55745 0.93403 -5.76941 -0.055 0.183 0.058 0.20
H -2.11117 1.41777 -4.14127 -0.005 -0.115 0.149 0.24
H -2.39374 -1.04802 -3.67022 0.020 -0.267 -0.100 0.17
H -3.90505 -1.91561 -5.47229 0.017 0.034 0.026 0.23
H -3.73162 -0.39252 -6.31124 0.026 0.016 -0.015 0.21
H -5.70841 -0.78877 -4.54644 0.016 0.034 -0.023 0.24
H -4.49764 -0.45038 -3.33780 -0.047 0.044 -0.012 0.24
H -5.22484 1.08232 -6.52558 0.168 0.018 -0.061 0.36
H -4.30906 2.33845 -5.98553 -0.285 0.396 -0.024 0.39
O 2.09591 0.13439 1.05071 0.038 -0.124 -0.065 -0.58
C 1.16654 0.82234 1.36082 0.009 0.078 0.131 0.79
C 0.57489 1.03501 2.73811 -0.274 -0.071 -0.066 -0.53
C -0.79574 1.63493 2.43792 0.073 -0.006 0.008 -0.43
C -0.53230 2.34616 1.11537 -0.081 0.003 0.061 -0.07
O 0.47771 1.55546 0.45388 -0.035 0.020 0.038 -0.50
H 1.21362 1.72951 3.28677 0.051 -0.041 0.027 0.24
H 0.52857 0.09325 3.27728 0.144 0.024 0.074 0.25
H -1.17329 2.29318 3.21713 0.041 0.020 0.003 0.25
H -1.52396 0.83639 2.28904 -0.013 0.005 0.001 0.21
H -0.13767 3.35436 1.25738 0.012 -0.003 0.016 0.18
H -1.40295 2.39610 0.46611 0.049 -0.015 -0.073 0.20
O -1.25407 2.69296 6.08751 0.004 0.052 -0.076 -0.58
C -0.53559 1.81749 6.47433 -0.029 0.011 0.163 0.79
C 0.30083 1.77196 7.74123 0.250 -0.138 -0.167 -0.53
C 1.29639 0.64773 7.44643 -0.084 0.177 -0.007 -0.43
C 0.49737 -0.23411 6.49716 0.155 -0.116 0.065 -0.08
O -0.36893 0.66789 5.78512 -0.111 0.029 -0.080 -0.50
H -0.36071 1.53978 8.57764 -0.017 0.026 0.013 0.24
H 0.76877 2.73676 7.91438 -0.114 0.059 0.067 0.24
H 1.65348 0.11192 8.32251 -0.058 -0.010 0.020 0.22
H 2.16306 1.05335 6.92360 0.032 -0.054 -0.007 0.22
H -0.12223 -0.96069 7.02826 -0.030 0.025 -0.001 0.17
H 1.11447 -0.74954 5.77129 -0.013 -0.028 -0.007 0.23
O 3.52428 -1.36046 5.23472 -0.018 0.083 0.047 -0.58
C 3.15341 -2.19191 4.45919 0.112 -0.027 0.011 0.80
C 3.97911 -3.05127 3.52526 -0.223 0.002 -0.213 -0.53
C 2.93535 -3.58401 2.54424 0.064 0.059 0.001 -0.43
C 1.67549 -3.59795 3.40375 0.043 -0.018 -0.135 -0.07
O 1.84098 -2.50241 4.32367 -0.079 -0.071 -0.034 -0.51
H 4.43865 -3.84610 4.11555 0.044 0.015 0.020 0.24
H 4.75796 -2.45603 3.05821 0.071 0.002 0.089 0.25
H 3.17132 -4.55898 2.12389 -0.004 -0.032 0.059 0.22
H 2.81143 -2.87854 1.72213 -0.017 0.014 0.008 0.23
H 1.57118 -4.51778 3.98283 0.021 -0.004 0.007 0.18
H 0.76487 -3.43050 2.83449 -0.033 0.055 0.054 0.20

---

F_max readings, ordered: 0.7, 0.6, 1.7, 0.9 eV/Å